# 1
DFT (ωB97M-V with the def2-TZVPD basis set) results for CH4NO as an isolated structure in a non-equilibrium geometry.

Positions of all 7 atoms, in Å:
C 0.491 0.220 0.193
N -0.849 -0.366 -0.475
O 0.503 0.293 1.592
H 1.579 0.474 -0.044
H -0.400 -0.615 0.317
H -1.268 0.565 -0.532
H -0.056 -0.571 -1.050

Cartesian forces, eV/Å:
C 6.02 5.24 12.66
N 1.30 2.71 -3.30
O -1.14 -0.72 -9.95
H -1.53 -0.47 -1.63
H -2.76 -5.34 6.80
H -0.92 -0.11 -0.37
H -0.96 -1.30 -4.22

The calculation puts the maximum force at 0.29103 hartree/bohr. As for the total charge: +1. The total energy is -4624.4918 eV. The value obtained for the HOMO-LUMO gap is 10.3 eV. The energy above the lowest of the compared OMol25 structures with the same formula, charge and spin comes out at 161.9 kcal/mol.

Löwdin atomic charge list, values in e, 5 entries: -0.005 0.357 0.099 0.222 -0.009


# 2
DFT (ωB97M-V with the def2-TZVPD basis set) results for a 2-piece molecular cluster, C3H2FO2 overall in a non-equilibrium geometry.

Positions of all 8 atoms, in Å:
C 0.736 -1.502 1.016
C 0.091 0.856 0.170
C -0.285 0.659 -1.203
O -0.249 0.186 -2.304
O -1.232 1.185 -0.483
F 0.782 2.033 0.521
H 0.007 -1.118 1.809
H 0.149 -2.298 0.474

Cartesian forces, eV/Å:
C -0.73 1.20 1.03
C 1.36 -1.54 0.56
C 0.69 -0.24 -0.21
O 0.30 0.17 -0.47
O -1.72 0.85 0.51
F -0.48 -0.65 -0.59
H 0.78 -0.69 -0.60
H -0.19 0.89 -0.22

The calculation puts the maximum force at 0.04135 hartree/bohr. As for the total charge: -1. The total energy is -9950.4489 eV. The value obtained for the HOMO-LUMO gap (spin up / spin down) is 7.8 / 7.8 eV. The energy above the lowest of the compared OMol25 structures with the same formula, charge and spin comes out at 149.3 kcal/mol.

Löwdin atomic charge list, values in e, 5 entries: -0.009 -0.191 -0.585 0.055 0.062


# 3
DFT (ωB97M-V with the def2-TZVPD basis set) results for a 15-piece molecular cluster, C21H72N24O15 overall in a non-equilibrium geometry.

Positions of all 132 atoms, in Å:
C 7.054 -1.983 1.140
C 5.553 -2.202 1.187
C 4.691 -1.265 0.522
O 5.352 -3.512 0.589
H 7.507 -2.851 1.618
H 7.221 -1.072 1.716
H 7.511 -1.814 0.166
H 5.205 -2.297 2.216
H 3.605 -1.316 0.601
H 4.864 -1.215 -0.553
H 4.941 -0.290 0.943
H 5.549 -3.494 -0.351
C -5.503 5.037 -0.439
C -4.140 4.886 0.234
C -4.052 5.204 1.739
O -3.757 3.593 -0.087
H -6.030 5.990 -0.417
H -6.279 4.458 0.061
H -5.573 4.689 -1.469
H -3.499 5.487 -0.410
H -3.909 6.247 2.022
H -3.093 4.735 1.962
H -4.879 4.853 2.356
H -4.121 3.054 0.618
C 0.865 -0.238 -0.313
C -0.357 0.296 0.347
C -0.647 1.573 -0.293
O -1.376 -0.621 -0.219
H 1.213 -1.197 0.071
H 1.773 0.320 -0.084
H 0.850 -0.324 -1.399
H -0.375 0.257 1.436
H -1.649 1.921 -0.041
H -0.475 1.531 -1.368
H 0.063 2.330 0.040
H -1.374 -0.695 -1.176
C 1.059 1.196 -4.694
O 1.667 2.061 -5.266
N -0.211 1.212 -4.488
N 1.515 0.064 -4.212
H -0.702 2.014 -4.857
H -0.652 0.493 -3.933
H 2.422 -0.307 -4.454
H 0.876 -0.324 -3.532
C 3.996 -1.938 -4.234
O 4.859 -1.613 -4.984
N 3.881 -1.415 -3.119
N 3.049 -2.685 -4.596
H 3.001 -1.520 -2.634
H 4.351 -0.589 -2.778
H 2.437 -3.049 -3.879
H 3.175 -2.936 -5.566
C 3.204 0.060 3.987
O 3.002 -0.700 4.916
N 4.374 0.633 3.801
N 2.312 0.546 3.206
H 5.159 0.301 4.344
H 4.470 1.265 3.019
H 1.334 0.551 3.456
H 2.678 1.351 2.718
C -3.664 1.577 -3.022
O -3.531 1.296 -4.194
N -3.913 0.770 -2.042
N -3.965 2.840 -2.737
H -3.977 0.952 -1.051
H -3.618 -0.184 -2.196
H -4.176 3.422 -3.535
H -4.183 3.105 -1.787
C -0.497 4.745 -1.580
O 0.578 5.160 -1.812
N -1.371 4.404 -2.560
N -1.015 4.598 -0.451
H -2.251 4.011 -2.258
H -1.204 4.581 -3.540
H -0.596 5.031 0.359
H -1.952 4.231 -0.363
C -3.217 -4.628 0.783
O -4.371 -4.361 0.388
N -3.001 -5.388 1.834
N -2.077 -4.233 0.193
H -2.304 -5.036 2.475
H -3.715 -6.090 1.961
H -1.266 -4.578 0.685
H -2.081 -3.478 -0.478
C -3.959 0.835 2.735
O -4.645 1.474 1.997
N -4.259 0.192 3.840
N -2.708 0.459 2.459
H -3.624 -0.211 4.514
H -5.240 0.336 4.035
H -2.108 0.085 3.180
H -2.326 0.532 1.527
C -1.659 -1.903 -3.636
O -1.243 -0.987 -3.005
N -2.744 -1.824 -4.375
N -1.043 -3.041 -3.711
H -3.059 -2.771 -4.528
H -3.293 -0.999 -4.567
H -0.300 -3.072 -3.029
H -1.105 -3.714 -4.462
C 3.384 2.257 -1.576
O 4.389 1.690 -2.011
N 2.973 2.416 -0.326
N 2.500 2.704 -2.471
H 3.777 2.209 0.249
H 2.225 2.876 0.174
H 2.795 2.415 -3.393
H 1.712 3.253 -2.157
C 1.304 -3.939 -1.020
O 1.336 -3.108 -1.861
N 0.555 -5.031 -1.080
N 2.049 -3.990 0.043
H 0.477 -5.709 -0.336
H -0.101 -4.956 -1.844
H 1.882 -4.652 0.786
H 2.565 -3.160 0.300
C -0.517 0.215 5.446
O -0.468 0.201 4.212
N 0.356 -0.270 6.283
N -1.320 1.046 6.059
H -0.036 -0.627 7.143
H 1.282 -0.509 5.959
H -1.342 1.043 7.068
H -1.863 1.715 5.532
C -0.026 -3.067 3.039
O -0.129 -4.214 2.606
N 0.789 -2.827 3.992
N -0.586 -2.023 2.647
H 1.172 -3.678 4.378
H 1.211 -1.910 3.994
H -0.500 -1.136 3.123
H -1.149 -2.119 1.814

Cartesian forces, eV/Å:
C -0.34 0.97 0.82
C 0.64 -3.18 -0.54
C -0.74 2.89 -1.37
O -0.58 -0.61 0.81
H 0.17 0.23 0.02
H 0.57 0.02 0.22
H -0.43 -0.18 -0.24
H 0.32 -0.28 0.21
H 0.02 -0.64 0.57
H 0.33 0.08 -0.08
H -0.09 0.47 -0.25
H 0.05 0.35 -0.12
C -2.01 0.25 0.53
C -1.93 2.20 -1.37
C 0.89 0.00 -0.80
O 0.81 -1.33 0.87
H 0.77 0.66 0.01
H 0.22 -0.67 0.38
H 0.60 0.09 -0.06
H 0.43 0.59 0.67
H -0.14 0.20 -0.59
H -0.15 -0.25 0.88
H 0.13 -0.53 -0.26
H -0.04 -1.17 0.47
C 3.14 -0.66 1.08
C -0.43 -2.45 -3.40
C 0.06 2.26 0.41
O -1.20 -0.41 2.65
H -0.74 -0.49 0.04
H -0.09 0.72 -0.06
H -0.59 0.16 0.13
H -0.01 -0.04 -0.27
H -0.03 0.15 -0.23
H -0.41 -0.20 -0.11
H -0.09 0.19 0.25
H 0.68 0.46 -0.45
C 1.03 0.01 -0.73
O 1.56 1.49 -1.26
N -4.80 1.90 0.18
N 2.16 -2.44 1.06
H -0.30 -0.32 0.47
H -0.60 0.41 -0.37
H -0.38 0.30 0.42
H 0.85 -0.97 -0.15
C 2.87 1.30 -2.96
O 3.80 0.75 -3.29
N -1.46 3.42 9.43
N -4.37 -4.31 -2.02
H 0.05 -0.22 0.23
H 0.55 0.00 -0.65
H -0.41 -0.44 -0.71
H -0.77 -0.74 0.33
C 0.73 -0.63 2.93
O -0.44 -1.62 0.89
N 3.18 0.61 -0.38
N -2.92 1.63 -3.35
H -0.08 0.25 -0.34
H 0.69 -0.20 0.39
H -0.32 -0.10 0.17
H -1.02 0.05 -0.34
C -2.12 2.23 -1.64
O 1.32 -1.79 -1.71
N 0.53 -4.42 2.68
N 0.07 2.62 0.41
H 0.04 0.71 -0.24
H -0.01 -0.01 -0.03
H 0.09 -0.05 0.36
H -0.11 0.22 -0.22
C -1.40 -0.14 -4.98
O 4.92 1.68 -0.68
N -1.08 -0.51 -1.11
N -2.54 -0.37 7.02
H 0.08 -0.04 -0.79
H 0.22 -0.19 0.44
H 0.05 -0.31 -0.17
H 0.30 -0.07 0.37
C -2.98 1.79 -2.39
O 1.40 -0.34 -0.23
N 0.30 -1.81 1.78
N 0.32 0.30 -0.37
H 0.10 -0.84 0.39
H 0.24 0.49 0.98
H 0.40 0.76 -0.38
H 0.20 -0.06 0.35
C 3.86 -2.38 -0.33
O -2.42 1.99 -1.57
N -4.10 0.17 2.59
N 2.52 0.48 -1.84
H -0.18 0.11 -0.30
H 0.17 -0.32 1.04
H -0.04 0.18 -0.23
H -0.30 0.22 0.26
C -1.61 0.51 -2.18
O 1.73 3.43 3.09
N -2.00 -1.30 -1.28
N 2.10 -3.20 0.82
H -0.97 0.64 -0.70
H 0.16 0.20 0.29
H 0.73 -0.50 -0.23
H -0.07 0.35 0.27
C -1.58 0.25 -3.41
O 0.64 -0.41 1.67
N 2.37 -0.73 3.76
N 0.10 -0.05 -0.12
H -0.28 0.02 0.62
H -0.10 0.23 -1.14
H -0.96 0.74 -0.49
H -0.01 0.18 -0.89
C 0.10 -2.72 2.11
O -0.10 3.31 -3.45
N -2.09 -1.46 -1.84
N 2.66 1.32 3.09
H -0.23 0.29 -0.39
H -0.32 -0.89 0.45
H -0.05 0.30 -0.10
H 0.17 -0.29 -0.03
C -0.10 2.07 -0.71
O 0.75 -0.38 -1.42
N 2.14 -2.53 1.39
N -2.89 1.28 0.75
H 0.65 0.16 0.17
H 0.11 -0.64 -0.04
H -0.07 0.48 -0.04
H -0.27 -0.17 0.07
C 1.07 -3.51 -0.16
O -1.21 -1.95 -1.28
N 3.38 -0.03 3.95
N -4.18 3.97 -4.20
H 0.68 0.71 0.22
H 0.48 -0.42 0.93
H -0.02 -0.04 0.26
H -0.16 0.49 -0.06

Its spin multiplicity is 2. The calculation puts the maximum force at 0.19703 hartree/bohr. As for the total charge: -1. The total energy is -89426.6311 eV. The value obtained for the HOMO-LUMO gap (spin up / spin down) is 2.3 / 9.1 eV. The energy above the lowest of the compared OMol25 structures with the same formula, charge and spin comes out at 35.9 kcal/mol.

Löwdin atomic charge list, values in e, 5 entries: -0.047 -0.498 -0.077 -0.075 0.082


# 4
DFT (ωB97M-V with the def2-TZVPD basis set) results for an isolated ion of composition C4H11N2 and charge +2 in a non-equilibrium geometry.

Positions of all 17 atoms, in Å:
C 1.600 -0.538 0.166
C 0.741 0.562 0.814
C -0.712 0.729 0.532
C -1.145 1.301 -0.682
N -2.372 1.318 -1.137
N 0.838 -1.892 0.138
H 1.930 -0.388 -0.862
H 2.456 -0.747 0.793
H 1.323 1.486 0.722
H 0.856 0.417 1.891
H -1.417 0.351 1.263
H -0.381 1.752 -1.306
H -3.099 0.732 -0.732
H -2.499 1.510 -2.130
H 1.214 -2.634 -0.457
H -0.128 -1.672 -0.100
H 0.795 -2.287 1.086

Cartesian forces, eV/Å:
C -0.42 -1.20 -0.50
C 0.93 0.06 1.37
C 0.11 -0.14 -0.63
C 0.15 0.10 0.17
N 0.47 -1.03 -0.49
N -0.27 0.78 1.05
H -0.14 0.31 0.09
H 0.33 0.31 -0.02
H -0.25 0.19 -0.62
H -0.34 -0.24 0.08
H -0.21 0.09 -0.03
H -0.11 0.14 -0.17
H -0.16 0.39 0.31
H -0.24 0.53 0.18
H 0.12 0.24 -0.31
H -0.06 -0.56 -0.42
H 0.09 0.00 -0.07

Its spin multiplicity is 2. The calculation puts the maximum force at 0.03216 hartree/bohr. As for the total charge: +2. The total energy is -7287.8903 eV. The value obtained for the HOMO-LUMO gap (spin up / spin down) is 11.1 / 10.0 eV. The energy above the lowest of the compared OMol25 structures with the same formula, charge and spin comes out at 0.0 kcal/mol.

Löwdin atomic charge list, values in e, 5 entries: -0.071 -0.150 0.049 -0.048 0.263


# 5
DFT (ωB97M-V with the def2-TZVPD basis set) results for a 7-piece molecular cluster, H14O7 overall.

Positions of all 21 atoms, in Å:
O 2.405 -2.248 -2.140
H 2.271 -1.300 -2.141
H 3.158 -2.383 -1.564
O -1.862 1.172 0.458
H -2.284 0.409 0.852
H -2.284 1.922 0.875
O 0.064 -0.496 0.232
H 0.613 -0.275 -0.521
H -0.585 0.206 0.270
O 2.168 0.422 -1.764
H 2.464 1.045 -1.101
H 1.729 0.961 -2.422
O -0.062 -3.239 0.979
H -0.010 -2.287 0.894
H 0.399 -3.433 1.795
O -0.355 1.408 3.672
H -0.819 0.995 2.944
H -0.969 1.363 4.405
O -2.238 1.708 -2.146
H -2.144 1.617 -1.198
H -1.657 2.433 -2.377

Cartesian forces, eV/Å:
O -0.07 -0.60 -0.25
H 0.08 0.18 0.09
H 0.12 -0.09 0.12
O -0.54 0.45 0.56
H -0.45 -0.47 -0.01
H -0.03 0.44 0.23
O 0.30 -0.42 0.32
H 0.36 -0.23 -0.36
H 0.32 0.20 -0.06
O -0.23 0.33 0.07
H 0.24 0.10 0.30
H -0.15 0.12 -0.36
O -0.17 -0.54 0.18
H 0.07 0.61 -0.35
H 0.10 -0.13 0.15
O 0.10 0.18 -0.03
H 0.06 -0.19 -0.25
H -0.10 0.00 0.27
O -0.09 0.15 -0.63
H 0.02 -0.29 0.23
H 0.05 0.18 -0.21

The calculation puts the maximum force at 0.01751 hartree/bohr. As for the total charge: 0. The total energy is -14559.5016 eV. The value obtained for the HOMO-LUMO gap is 10.2 eV. The energy above the lowest of the compared OMol25 structures with the same formula, charge and spin comes out at 45.2 kcal/mol. The SMILES is O.O.O.O.O.O.O.

Löwdin atomic charge list, values in e, 5 entries: -0.060 -0.038 0.029 -0.028 0.094